Record 1
ORCA calculation (the ωB97M-V functional and the def2-TZVPD basis) on C13H37B2KNO3 as an isolated structure at a distorted geometry.

```
57
Properties=species:S:1:pos:R:3:mulliken_charge:R:1
K -12.1875 3.0937 -11.1305 0.123
O -11.8747 4.4345 -8.6936 -0.122
O -10.5881 1.2786 -12.6138 0.231
O -10.8595 1.9239 -8.7937 -0.007
N -9.3352 0.5893 -12.6331 0.363
C -12.0732 3.5442 -7.5875 -0.765
C -10.4751 -1.6341 -13.2140 -1.975
C -8.0985 1.4109 -12.5279 1.503
C -12.1312 5.7817 -8.5078 -0.990
C -8.1093 -1.3967 -13.5466 -1.256
C -9.4361 -0.5220 -13.5814 1.116
C -7.8583 2.5167 -13.6365 -1.567
C -6.7802 -0.5261 -13.5485 -0.827
C -6.8171 0.5007 -12.3843 -1.338
C -8.1011 2.2030 -11.2006 -1.815
C -10.3439 0.6411 -8.8153 -0.691
C -10.9658 2.5796 -7.5051 -0.452
C -9.5277 -0.0857 -15.0381 -1.314
B -12.3906 3.5796 -14.1107 0.975
B -14.6513 1.4109 -10.3664 1.008
H -11.7347 6.2758 -7.6208 0.333
H -6.9770 3.0790 -13.3280 0.435
H -13.0465 3.0894 -7.7718 0.328
H -13.8292 0.8531 -9.9455 -0.346
H -10.5564 1.4871 -13.5504 0.119
H -15.4803 1.4640 -9.6777 -0.285
H -10.4321 -2.3972 -13.9912 0.436
H -10.1468 0.3364 -9.8431 -0.070
H -6.5956 -0.0217 -14.4970 0.354
H -11.6018 3.6391 -13.3769 -0.695
H -9.9301 -0.8930 -15.6501 0.391
H -12.2028 2.7589 -14.7856 -0.365
H -7.2079 2.8234 -11.2735 0.500
H -8.1711 -1.9209 -12.5929 0.414
H -8.9444 2.8849 -11.0906 0.304
H -7.8415 2.0294 -14.6113 0.294
H -5.8292 0.9059 -12.1651 0.481
H -5.9248 -1.1925 -13.4372 0.462
H -10.1443 0.7849 -15.2617 0.185
H -8.5021 0.1701 -15.3039 0.367
H -11.6674 6.3741 -9.2964 0.274
H -12.4610 4.5401 -14.5974 -0.282
H -10.0532 3.0118 -7.0947 0.283
H -8.7121 3.1686 -13.8216 0.325
H -9.3351 0.7035 -8.4071 0.387
H -11.4868 -1.2344 -13.1454 0.433
H -8.0957 -2.0652 -14.4075 0.379
H -14.3018 2.3851 -10.6713 -0.686
H -13.2029 5.8290 -8.3148 0.372
H -11.3634 1.8076 -6.8462 0.373
H -10.3943 -2.1580 -12.2616 0.349
H -12.3499 4.0052 -6.6393 0.482
H -7.9942 1.5319 -10.3483 0.330
H -13.3037 3.2753 -13.6231 -0.295
H -10.9204 -0.1603 -8.3532 0.322
H -6.8556 -0.0698 -11.4563 0.421
H -15.0175 0.9118 -11.2502 -0.311
```

Electronic energy in Ha: -1447.3795
Charge: -1
F_max in eV Å⁻¹: 4.55
Energy relative to the best compared isomer or geometry (same formula, charge and spin) in kcal/mol: 73.5

Record 2
ORCA calculation (the ωB97M-V functional and the def2-TZVPD basis) on a 5-piece molecular cluster, C13H37F4NO19P4S overall at a distorted geometry.

```
79
Properties=species:S:1:pos:R:3:mulliken_charge:R:1
S -1.9439 -0.7555 6.7078 1.133
P -3.0949 -0.5071 0.2002 0.875
P 2.2469 -3.9879 -0.7012 0.860
P 4.0124 2.2513 1.2899 0.830
P -1.3863 1.6660 -5.4398 1.020
F -4.7514 -2.2514 7.4885 -0.204
F -1.8605 -0.4458 5.0744 -0.164
F -5.7394 -0.2461 7.2516 -0.244
F -4.6046 -1.1607 5.5321 -0.188
O -3.4798 -1.1864 1.5889 -0.470
O 3.6107 1.5469 -0.0828 -0.148
O 2.5682 2.6120 1.8650 -0.160
O 4.8767 1.4589 2.1891 -0.675
O 4.6291 3.6491 0.7957 -0.321
O -3.6543 1.0906 7.2899 -0.384
O 2.2643 -2.9912 0.5584 -0.119
O -0.7477 -0.0902 7.3223 -0.563
O 3.6867 -3.7501 -1.3469 -0.281
O -1.0447 0.6480 -6.6336 -0.281
O 1.9064 -5.3931 -0.3954 -0.720
O -2.3072 0.7807 -4.4854 -0.342
O -0.2185 2.3026 -4.7959 -0.683
O -2.3375 0.8521 0.5924 -0.311
O 1.3197 -3.2749 -1.7826 -0.391
O -2.4718 2.6676 -6.0417 -0.370
O -2.3808 -1.3779 -0.7593 -0.450
O -1.8402 -2.2332 6.9699 -0.550
O -4.5261 0.0190 -0.2703 -0.416
N -3.4246 -0.2469 7.4368 0.016
C -4.5967 -0.9988 6.9269 0.706
C 5.4755 4.3741 1.6816 -0.726
C -1.7064 0.1940 -3.3365 -0.833
C 4.4910 0.5628 -0.6105 -0.675
C 1.3412 -3.2140 1.6180 -0.434
C -4.7754 0.1407 -1.6646 -0.454
C -2.2132 3.3255 -7.2703 -0.651
C 0.0817 0.9183 -7.4613 -0.722
C 2.4348 3.6455 2.8260 -0.728
C 0.0221 -2.8276 -1.4125 -0.595
C -0.9138 0.8471 0.6589 -0.329
C -2.4799 -1.3758 2.5775 0.178
C 4.7072 -4.6971 -1.0635 -0.688
H -0.4798 -3.5515 -0.7679 0.439
H -0.7502 -0.2721 -3.5861 0.445
H -2.3311 -0.4402 3.1126 0.291
H 4.7343 -4.9412 0.0008 0.317
H -0.5848 0.5343 1.6504 0.253
H -2.8262 -2.1282 3.2848 0.315
H 5.6663 -4.2656 -1.3515 0.241
H 3.2391 3.6094 3.5637 0.354
H -5.6741 0.7423 -1.8014 0.291
H -1.5402 -1.7109 2.1330 -0.364
H 1.7597 -2.7875 2.5308 0.285
H 0.3961 -2.7133 1.4045 -0.149
H -0.5588 1.8629 0.4826 0.269
H -3.9436 0.6294 -2.1729 0.130
H -2.3779 -0.5681 -2.9469 0.276
H 6.1377 5.0015 1.0837 0.254
H -0.5693 -2.6879 -2.3156 0.309
H -4.9478 -0.8479 -2.0944 0.281
H 0.4320 -0.0259 -7.8800 0.251
H 4.8798 5.0194 2.3278 0.279
H 1.1660 -4.2787 1.7800 0.378
H -0.4792 0.1917 -0.0975 0.046
H 4.3804 -0.3652 -0.0468 0.311
H -2.8732 4.1885 -7.3482 0.262
H 4.5407 -5.6022 -1.6501 0.283
H 6.0860 3.7051 2.2900 0.346
H 2.4340 4.6107 2.3144 0.286
H -1.5619 0.9579 -2.5694 0.388
H 0.8966 1.3706 -6.8940 0.352
H -1.1768 3.6641 -7.3301 0.342
H -3.9431 1.4033 8.1740 0.378
H -2.4363 2.6436 -8.0941 0.259
H 1.4800 3.5246 3.3364 0.227
H 4.2174 0.3749 -1.6490 0.235
H 5.5286 0.9021 -0.5739 0.307
H -0.2041 1.5751 -8.2834 0.285
H 0.1086 -1.8661 -0.9044 0.202
```

Electronic energy in Ha: -4165.1602
Charge: 0
F_max in eV Å⁻¹: 8.13
SMILES: O=S(=O)(F)N(O)C(F)(F)F.COP(=O)(OC)OC.COP(=O)(OC)OC.COP(=O)(OC)OC.COP(=O)(OC)OC

Record 3
ORCA calculation (the ωB97M-V functional and the def2-TZVPD basis) on C13H37N3NaO4 as an isolated structure at a distorted geometry.

```
58
Properties=species:S:1:pos:R:3:mulliken_charge:R:1
Na -0.1526 0.4509 -0.3329 0.911
O -2.8026 2.2489 1.9430 -0.223
O 0.1003 -6.6437 2.7697 -0.343
O -0.1950 2.9348 -3.5498 -0.258
O -1.8034 -2.8071 -3.3117 -0.490
N 0.5281 -3.9254 1.9166 -0.712
N 2.3994 2.3652 -2.4741 -0.542
N -0.2102 2.8066 2.8574 -0.636
C 1.0105 3.6022 -3.9627 -0.944
C -1.3134 3.3875 -4.2879 -0.840
C 2.0652 3.7365 -2.8416 0.327
C -1.3452 3.5624 3.3695 0.344
C -3.9378 1.5286 1.6087 -0.810
C 1.4496 -6.1270 2.6089 -0.684
C -0.7719 -3.0151 -4.2261 -0.556
C -1.4184 4.8648 2.5602 -1.319
C 1.3468 -5.0557 1.4729 0.441
C 3.2880 4.5303 -3.3652 -1.382
C 2.6217 -4.4286 0.9265 -1.344
C -2.6280 2.7235 3.3405 -0.822
C -0.0364 -7.4128 3.9283 -0.782
H -2.4194 1.8329 3.9333 0.353
H -0.8504 -2.1647 -4.9033 0.217
H 3.3852 -5.1317 0.5936 0.352
H 1.6580 4.3441 -2.0335 0.256
H 1.4329 3.0388 -4.7948 0.353
H -2.2827 -3.6385 -3.3354 0.322
H 0.8319 -5.5738 0.6638 0.262
H -0.5173 -6.7775 4.6722 0.289
H 2.9890 -3.9330 1.8252 0.315
H 2.1846 -6.9212 2.4778 0.438
H -1.2544 3.2667 -5.3696 0.337
H 4.1153 4.8165 -2.7158 0.372
H -0.2166 -4.4744 2.3218 0.315
H -2.2114 2.8405 -4.0008 0.252
H 0.5383 3.4518 3.0663 0.235
H -1.8423 4.7558 1.5619 0.269
H -1.1463 3.7482 4.4249 0.412
H 3.3705 2.3182 -2.2006 0.263
H -0.1775 2.0237 3.4946 0.242
H 0.2126 -2.9784 -3.7597 0.192
H -3.5173 3.2713 3.6524 0.405
H 2.5257 2.1606 -3.4551 0.325
H -0.8910 -3.8964 -4.8563 0.316
H 0.8223 -7.9754 4.2946 0.341
H -0.7471 -8.1912 3.6508 0.256
H 3.8298 3.9959 -4.1455 0.344
H 0.8759 -3.4270 2.7233 0.266
H 2.5464 -3.6146 0.2056 0.283
H 1.6995 -5.6757 3.5690 0.319
H -2.0116 5.5822 3.1273 0.358
H 2.8553 5.4286 -3.8057 0.362
H -3.9350 0.4894 1.9375 0.303
H 0.7679 4.5054 -4.5226 0.466
H -0.3984 5.2090 2.3896 0.384
H -4.8561 2.0237 1.9243 0.296
H -1.5824 4.4233 -4.0812 0.348
H -3.9784 1.5205 0.5195 0.246
```

Electronic energy in Ha: -1144.7001
Charge: +1
F_max in eV Å⁻¹: 2.45
Energy relative to the best compared isomer or geometry (same formula, charge and spin) in kcal/mol: 96.7

Number 1: HOMO-LUMO gap 7.32 eV. Number 2: HOMO-LUMO gap 9.27 eV. Number 3: HOMO-LUMO gap 7.82 eV.